Entry 1:
2 unconnected molecules or ions with the total composition C2H8NO in a non-equilibrium geometry, computed with the ωB97M-V functional and the def2-TZVPD basis.

Structure (XYZ):
```
12
Properties=species:S:1:pos:R:3
H -2.09 -0.74 -0.37
H 1.01 -1.84 0.98
N 0.00 -0.54 -0.35
H -0.59 -1.40 1.54
H -1.50 0.91 -0.04
H 0.61 0.25 -0.15
H 2.12 1.96 0.05
H -0.42 -2.50 0.22
H -1.46 0.22 -1.68
C -1.33 0.00 -0.61
O 1.18 1.97 0.29
C 0.01 -1.60 0.62
```

Net charge   0
HOMO level (alpha / beta)   -8.68 / -8.48 eV
Spin multiplicity   2
DFT total energy   -5738.111 eV
ΔE to the lowest compared entry with this formula, charge and spin   36.7 kcal per mole

These are the Löwdin partial charges, in e, on atoms 1 to 5: 0.068 0.074 -0.171 0.080 0.072

=====

Entry 2:
A single C7H14N2 molecule in a non-equilibrium geometry, computed with the ωB97M-V functional and the def2-TZVPD basis.

Structure (XYZ):
```
23
Properties=species:S:1:pos:R:3
H -2.14 -0.35 0.76
H 0.40 1.84 -2.70
H 0.24 -0.19 3.21
C 0.56 -1.43 -1.11
H -0.62 -1.34 2.24
H -0.48 -0.59 -2.82
H 0.95 -2.21 -1.80
H -2.35 1.29 0.13
H 1.06 -1.58 2.50
H 1.59 0.51 1.13
C 0.30 -0.84 2.32
H 2.10 -1.76 0.45
C -0.51 -0.55 -1.67
C 0.71 -0.11 1.01
N -0.25 0.74 -1.07
C -1.75 0.68 0.81
C 1.17 -1.17 0.13
H -1.60 -0.86 -1.33
H 0.39 2.76 -1.29
H -1.66 1.11 1.86
N -0.38 0.77 0.39
H 1.65 1.49 -1.50
C 0.62 1.77 -1.67
```

Net charge   0
HOMO level   -7.78 eV
Structure (SMILES)   C[C@H]1C=CCN(C)N1C
DFT total energy   -10463.048 eV
ΔE to the lowest compared entry with this formula, charge and spin   76.5 kcal per mole

These are the Löwdin partial charges, in e, on atoms 1 to 5: 0.070 0.059 0.085 -0.069 0.056

=====

Entry 3:
A molecular structure, C21H31CaF5OP2 in a non-equilibrium geometry, computed with the ωB97M-V functional and the def2-TZVPD basis.

Structure (XYZ):
```
61
Properties=species:S:1:pos:R:3
H -0.19 -0.97 -7.86
H 2.90 1.25 -2.61
H -0.02 1.47 -7.75
C 0.20 0.88 -6.85
H 2.08 2.69 -5.96
O -0.59 1.66 1.22
C -1.25 0.49 -3.45
H 1.20 0.02 -4.56
C 0.01 -1.69 -2.92
H -1.57 -0.02 -4.39
H -1.00 -3.48 -6.92
H 2.05 -1.40 -6.32
P -0.30 -1.61 -5.55
H 1.64 0.47 -1.62
C -0.51 2.55 5.23
F 1.33 3.42 2.19
C 1.34 -2.22 -6.17
H -2.54 2.01 -6.09
C -0.28 1.71 -3.78
H 2.86 -0.38 -4.14
C 1.33 -1.58 -3.22
C 1.85 -0.29 -3.71
C 0.95 1.90 -3.02
H 2.01 -2.44 -3.25
C 0.40 3.17 4.36
H -0.38 -0.06 -1.50
C 0.43 2.84 3.03
C -0.50 1.91 2.50
H 1.33 3.80 -4.77
H -2.40 -2.58 -6.23
Ca -1.84 -0.05 0.64
H -1.79 -1.01 -2.07
H 0.91 3.95 -6.51
H 1.76 -2.94 -5.46
C 1.86 0.86 -2.63
C -0.18 -1.56 1.05
C 1.16 3.25 -5.70
F -0.54 2.90 6.52
C -1.35 1.26 3.43
F 1.23 4.12 4.85
H 1.29 0.71 -6.81
C -0.84 -0.54 -2.39
H -1.63 3.27 -7.00
H -1.43 -3.69 -5.19
H -0.42 -2.69 -2.76
H 1.16 -2.72 -7.14
H -0.62 -2.33 1.71
H 0.58 -1.02 1.64
H 1.18 2.93 -2.73
H -2.09 3.56 -5.29
H -2.20 0.97 -3.10
H 0.31 -2.05 0.21
H -0.87 2.63 -3.53
C -1.39 -2.98 -6.02
H -1.66 -0.28 -7.10
C -1.77 2.80 -6.01
F -2.23 0.25 2.91
P -0.19 2.08 -5.53
C -0.57 -0.44 -6.97
C -1.39 1.57 4.75
F -2.25 0.97 5.62
```

Net charge   0
HOMO level   -4.67 eV
DFT total energy   -74924.008 eV
ΔE to the lowest compared entry with this formula, charge and spin   22.5 kcal per mole

These are the Löwdin partial charges, in e, on atoms 1 to 5: 0.077 0.105 0.091 -0.349 0.067

=====

Entry 4:
A single C9H10O3 molecule in a non-equilibrium geometry, computed with the ωB97M-V functional and the def2-TZVPD basis.

Structure (XYZ):
```
22
Properties=species:S:1:pos:R:3
H 1.22 3.15 -2.81
C 1.27 -0.73 2.98
H -1.78 -1.69 -2.03
H -1.60 -2.61 -0.14
H 1.86 0.19 3.21
H -0.27 3.48 -3.75
H -1.49 1.75 -2.28
H -0.40 -2.66 2.04
C -0.41 1.79 -2.34
H 1.23 1.24 1.04
H -0.17 3.94 -2.02
C -0.26 -1.83 1.36
O 1.29 -1.65 3.78
H -0.10 1.07 -3.10
C -0.79 -0.73 -0.78
C -0.90 -1.79 0.13
O 0.18 1.55 -1.08
O -1.43 -0.79 -1.97
C 0.10 3.19 -2.77
C -0.01 0.38 -0.41
C 0.56 -0.75 1.68
C 0.64 0.35 0.82
```

Net charge   0
HOMO level   -8.60 eV
Structure (SMILES)   CCOc1cc(C=O)ccc1O
DFT total energy   -15636.837 eV
ΔE to the lowest compared entry with this formula, charge and spin   26.9 kcal per mole

These are the Löwdin partial charges, in e, on atoms 1 to 5: 0.086 -0.226 0.115 0.123 0.126